Formula: C3H15N2O2S
Source: OMol25
Level of theory: ωB97M-V with the def2-TZVPD basis set

The geometry in XYZ format:
```
23
Properties=species:S:1:pos:R:3
S -0.03 1.06 -0.89
O 2.69 1.91 1.00
O -2.60 -0.51 0.39
N -1.01 0.96 -5.06
N 1.53 -1.39 0.36
C 0.30 -1.77 0.96
C -0.88 -1.15 3.11
C 0.23 -1.50 2.46
H -1.85 -1.05 2.66
H -1.91 1.35 -5.33
H -0.33 1.58 -5.50
H -1.99 0.01 -0.18
H 1.88 1.79 0.52
H -0.83 1.12 -4.08
H 2.33 -1.89 0.73
H 0.00 -2.81 0.75
H -3.47 -0.36 0.03
H -0.78 -0.97 4.18
H -0.46 -1.18 0.44
H 1.68 -0.45 0.04
H 1.14 -1.68 3.04
H 2.93 2.84 0.88
H -0.29 2.32 -1.32
```

## Properties
energy above the lowest of the compared OMol25 structures with the same formula, charge and spin	175.0	kcal per mole
net charge	+1
lowest unoccupied orbital energy	-10.00	eV